This record from the OMol25 dataset describes C38H57As2CsN6S3Si2 as an isolated structure. The level of theory is wB97M-V/def2-TZVPD.

Properties
net charge	-2
Kohn-Sham gap (alpha / beta)	0.091 / 0.087	Eh
HOMO energy (alpha / beta)	1.1653 / 1.2771	eV
largest force on an atom	1.2	eV/Å
total energy	-219759.9307	eV
energy relative to the best compared isomer or geometry (same formula, charge and spin)	124.10	kJ/mol

Each line ends with the Löwdin charge.
Atoms and positions in Å:
1 Cs -1.21746 -0.91873 2.01114  0.59
2 C -0.14394 0.86935 6.88040  -0.09
3 C -0.29693 1.00998 5.38598  -0.37
4 N 0.22233 0.05469 4.54499  -0.08
5 N 1.00918 -0.87244 5.07612  -0.09
6 C 1.64836 -1.84521 4.42381  -0.94
7 N 2.33512 -2.74927 5.30318  -0.02
8 S 1.69056 -2.08234 2.73545  0.32
9 C -0.99275 2.07422 4.81978  -0.30
10 C -1.44039 3.22655 5.56842  -0.09
11 C -2.07046 4.26098 4.94117  -0.17
12 C -2.29428 4.21428 3.54396  -0.16
13 C -1.84657 3.07696 2.88407  -0.25
14 N -1.23456 2.04572 3.44217  -0.01
15 H -0.36763 -0.16169 7.19189  0.06
16 H 0.87122 1.11005 7.23769  0.06
17 H -0.84363 1.51294 7.40773  0.05
18 H 1.18999 -0.88711 6.07591  0.12
19 H 1.68478 -3.41607 5.71891  0.05
20 H 2.97023 -3.28225 4.72644  0.02
21 H -1.23900 3.29933 6.62997  0.07
22 H -2.38687 5.12941 5.51279  0.07
23 H -2.79252 5.01907 3.01827  0.05
24 H -1.99925 2.99929 1.80532  0.05
25 S -3.39010 -2.70387 0.52749  0.31
26 C -3.17369 -4.40298 0.27642  -0.80
27 C -4.16033 -5.35217 0.58785  -0.14
28 C -3.94822 -6.70252 0.37117  -0.13
29 C -2.74294 -7.15097 -0.15657  -0.13
30 C -1.75115 -6.22783 -0.46582  -0.12
31 C -1.95301 -4.86861 -0.27026  -0.42
32 As -0.62373 -3.46588 -0.54006  1.25
33 C 0.82511 -4.61592 -1.24264  -0.40
34 C 1.94004 -4.80505 -0.42844  -0.11
35 C 2.97254 -5.65049 -0.81288  -0.10
36 C 2.91084 -6.31485 -2.03016  -0.12
37 C 1.81029 -6.12623 -2.85759  -0.11
38 C 0.77956 -5.28591 -2.46644  -0.13
39 C -1.15153 -2.81963 -2.31460  -0.39
40 C -0.18211 -2.16923 -3.08011  -0.12
41 C -0.47461 -1.69638 -4.35038  -0.11
42 C -1.74962 -1.86270 -4.87387  -0.14
43 C -2.72437 -2.50094 -4.11811  -0.11
44 C -2.42902 -2.96694 -2.84402  -0.10
45 H -5.09351 -4.99994 1.00994  0.08
46 H -4.72480 -7.41867 0.61955  0.09
47 H -2.56983 -8.20796 -0.32186  0.08
48 H -0.80693 -6.58349 -0.86043  0.08
49 H 1.99027 -4.27485 0.51936  0.06
50 H 3.82787 -5.79135 -0.16293  0.10
51 H 3.71669 -6.97263 -2.33395  0.09
52 H 1.75868 -6.64271 -3.80986  0.09
53 H -0.07670 -5.15285 -3.11861  0.10
54 H 0.82191 -2.06128 -2.68302  0.10
55 H 0.29426 -1.20798 -4.93894  0.09
56 H -1.98200 -1.49633 -5.86855  0.10
57 H -3.71929 -2.64025 -4.52694  0.10
58 H -3.19310 -3.46103 -2.25768  0.08
59 C 2.03356 3.61023 -2.71146  -0.24
60 Si 2.90353 3.86981 -1.03618  0.28
61 C 1.91999 5.20266 -0.11222  -0.22
62 C 4.59026 4.64673 -1.46263  -0.24
63 As 3.32445 1.77685 -0.06293  0.88
64 Si 3.50806 2.45760 2.19928  0.30
65 C 4.13055 0.97115 3.16938  -0.23
66 C 1.93866 3.11373 2.99488  -0.19
67 C 4.84969 3.81918 2.22825  -0.24
68 H 2.17072 4.45543 -3.38968  0.02
69 H 0.95899 3.46489 -2.56831  0.00
70 H 2.42951 2.71549 -3.19989  0.02
71 H 1.71796 6.06484 -0.75267  0.02
72 H 2.46948 5.55429 0.76372  0.01
73 H 0.95939 4.81273 0.23415  0.03
74 H 4.46548 5.59091 -1.99894  0.02
75 H 5.17351 3.96933 -2.09138  0.02
76 H 5.17293 4.84415 -0.55945  0.00
77 H 3.43896 0.13447 3.02698  -0.03
78 H 4.17578 1.17730 4.24177  0.03
79 H 5.11900 0.64679 2.83327  0.02
80 H 1.18305 2.32267 3.04959  0.01
81 H 1.50518 3.95495 2.44836  0.01
82 H 2.12373 3.43946 4.02148  0.04
83 H 5.70171 3.53920 1.60203  0.01
84 H 5.21455 3.98774 3.24375  0.02
85 H 4.45472 4.76659 1.85081  0.00
86 C -0.39391 2.15231 -5.18740  -0.08
87 C -1.06429 1.68821 -3.90341  -0.25
88 N -1.97829 2.71995 -3.40110  -0.02
89 C -2.86304 2.40220 -2.39435  -0.92
90 S -3.08616 3.38715 -1.07882  0.61
91 N -3.51285 1.22139 -2.55683  0.00
92 C -4.04973 0.79888 -3.84488  -0.25
93 C -5.56964 0.67781 -3.80011  -0.08
94 H 0.20734 1.34502 -5.60745  0.06
95 H 0.25800 3.00741 -4.99708  0.06
96 H -1.14469 2.44956 -5.92167  0.07
97 H -0.30147 1.44436 -3.15579  0.11
98 H -1.63659 0.78075 -4.08281  0.07
99 H -1.50430 3.58053 -3.16423  0.09
100 H -4.05799 0.95652 -1.74995  0.12
101 H -3.61991 -0.16426 -4.12616  0.07
102 H -3.75383 1.53190 -4.59578  0.11
103 H -5.86490 -0.18014 -3.19389  0.08
104 H -5.96358 0.54118 -4.80787  0.07
105 H -6.01020 1.57853 -3.37012  0.08
106 C 1.46164 1.12453 -0.02759  -0.43
107 H 1.11452 0.92128 -1.04175  -0.01
108 H 0.78754 1.84224 0.44102  0.01
109 H 1.42997 0.19626 0.54338  -0.03

This record from the OMol25 dataset describes C38H57ClInN7O4P2Si as an isolated structure. The level of theory is wB97M-V/def2-TZVPD.

Properties
net charge	0
Kohn-Sham gap	0.242	Eh
HOMO energy	-6.5605	eV
largest force on an atom	2.3	eV/Å
total energy	-103097.4484	eV
energy relative to the best compared isomer or geometry (same formula, charge and spin)	318.71	kJ/mol

Each line ends with the Löwdin charge.
Atoms and positions in Å:
1 In 0.77812 0.31017 0.81917  0.86
2 C 2.54254 3.42595 -4.35730  -0.02
3 N 1.74774 3.08982 -3.18099  -0.13
4 C 0.74425 3.88628 -2.71908  -0.07
5 C 0.23550 3.26744 -1.60650  -0.12
6 N 0.93526 2.09466 -1.38343  0.04
7 C 1.86751 2.03940 -2.31525  -0.47
8 P 3.24684 0.86670 -2.33902  1.17
9 C 4.01595 1.20050 -0.71173  -0.43
10 N 3.38901 1.22301 0.44465  0.06
11 C 4.33017 1.19019 1.41540  -0.12
12 C 5.58237 1.17705 0.85934  -0.04
13 N 5.37497 1.15195 -0.47972  -0.13
14 C 6.45803 1.16165 -1.46828  -0.02
15 C 2.34421 -0.64848 -1.94239  -0.42
16 N 1.66519 -0.94917 -0.84562  0.03
17 C 1.12700 -2.19333 -1.04978  -0.11
18 C 1.47720 -2.64273 -2.27087  -0.05
19 N 2.22022 -1.66677 -2.84074  -0.10
20 C 2.77123 -1.80741 -4.20356  0.00
21 H 2.77579 4.47666 -4.36128  0.09
22 H 2.02486 3.19381 -5.29346  0.10
23 H 3.46324 2.86385 -4.27056  0.06
24 H 0.47755 4.81550 -3.21575  0.13
25 H -0.61584 3.53509 -0.96822  0.12
26 H 4.06706 1.09060 2.44103  0.09
27 H 6.57128 1.13248 1.27270  0.13
28 H 7.33884 1.62520 -1.00965  0.09
29 H 6.12170 1.67977 -2.37015  0.07
30 H 6.71135 0.13931 -1.76383  0.09
31 H 0.58898 -2.67410 -0.27396  0.08
32 H 1.30497 -3.57803 -2.77021  0.14
33 H 3.34831 -2.72824 -4.27428  0.10
34 H 3.38493 -0.95251 -4.41802  0.05
35 H 1.96915 -1.83153 -4.91123  0.08
36 C -1.67776 -2.09528 -4.01146  -0.14
37 C -2.22183 -1.81945 -2.62111  -0.55
38 C -3.66134 -2.29373 -2.48084  -0.10
39 P -1.70386 -0.11537 -1.98617  1.10
40 C -2.41822 1.14829 -3.21131  -0.54
41 C -3.67621 0.81359 -4.03081  -0.10
42 C -1.30677 1.49573 -4.18474  -0.15
43 C -2.72928 0.09059 -0.51449  -0.32
44 C -4.04416 0.60752 -0.66024  -0.08
45 C -5.00666 0.46203 0.29594  -0.30
46 C -6.41171 0.99825 0.14795  -0.06
47 C -4.65029 -0.30847 1.40672  -0.03
48 C -3.37517 -0.85188 1.56737  -0.02
49 C -2.33381 -0.57210 0.67554  -0.34
50 N -1.07393 -1.03628 0.95712  -0.02
51 C -1.04120 -1.97511 2.04830  -0.25
52 C -1.06548 -3.35884 1.79050  -0.20
53 C -1.47276 -3.94112 0.48885  -0.04
54 C -0.79291 -4.22714 2.87243  0.00
55 C -0.54382 -3.78965 4.14805  -0.28
56 C -0.19996 -4.72132 5.27985  -0.05
57 C -0.63075 -2.42596 4.37629  -0.03
58 C -0.87862 -1.51891 3.38093  -0.20
59 C -0.93472 -0.01823 3.72273  -0.04
60 H -1.77678 -3.18052 -4.22244  0.09
61 H -0.64050 -1.78517 -4.11432  0.04
62 H -2.25219 -1.57981 -4.78622  0.06
63 H -1.59969 -2.46803 -1.96220  0.07
64 H -4.33638 -1.69121 -3.09472  0.06
65 H -4.03364 -2.23551 -1.44560  0.08
66 H -3.70259 -3.34997 -2.78937  0.08
67 H -2.56239 2.03436 -2.58534  0.09
68 H -3.43461 -0.07166 -4.62228  0.05
69 H -3.81892 1.63504 -4.72990  0.07
70 H -4.56351 0.59905 -3.45327  0.06
71 H -0.39627 1.77312 -3.69562  0.01
72 H -1.64497 2.33488 -4.84266  0.09
73 H -1.11492 0.65443 -4.83020  0.06
74 H -4.23981 1.14894 -1.56630  0.07
75 H -6.52926 1.47143 -0.83444  0.07
76 H -6.66933 1.72077 0.92572  0.07
77 H -7.15745 0.17209 0.19210  0.08
78 H -5.37250 -0.50227 2.20553  0.12
79 H -3.19012 -1.42957 2.46175  0.11
80 H -0.65165 -4.50422 -0.00337  0.10
81 H -1.87760 -3.20423 -0.17232  0.04
82 H -2.26113 -4.67218 0.63664  0.09
83 H -0.79021 -5.30770 2.69669  0.12
84 H -0.08522 -5.75675 4.94290  0.08
85 H -0.99461 -4.66448 6.04141  0.08
86 H 0.73276 -4.37806 5.73093  0.08
87 H -0.47782 -2.07587 5.39720  0.12
88 H -0.83495 0.07156 4.81135  0.09
89 H -1.86109 0.44306 3.40226  0.08
90 H -0.10319 0.49448 3.25258  -0.02
91 C 2.04982 4.34219 2.97110  -0.18
92 Si 0.93309 2.90354 3.35436  0.38
93 C -0.52395 3.57248 4.27557  -0.17
94 C 1.84807 1.80596 4.54339  -0.15
95 C 0.35918 2.18416 1.73544  -0.33
96 H 2.49144 4.68921 3.90096  0.03
97 H 1.50862 5.15838 2.51057  0.03
98 H 2.85001 4.05038 2.30248  0.02
99 H -0.16926 4.14139 5.11378  0.03
100 H -1.11466 2.69587 4.58713  0.03
101 H -1.11627 4.23640 3.66967  0.03
102 H 1.86443 2.28724 5.50739  0.03
103 H 2.88893 1.73144 4.22738  0.02
104 H 1.41794 0.83123 4.64261  0.01
105 H 0.75524 2.89028 1.00086  -0.02
106 H -0.70304 2.31356 1.74277  0.00
107 O 4.20948 -1.74578 2.08485  -0.32
108 Cl 2.91339 -2.23500 2.40538  0.70
109 O 2.71751 -2.50883 3.78244  -0.29
110 O 1.94464 -1.17302 2.00821  -0.44
111 O 2.58162 -3.37897 1.59235  -0.32

The lowest net charge belongs to which entry?
C38H57As2CsN6S3Si2

What is the formula in the second record?
C38H57ClInN7O4P2Si

Look up the energy relative to the best compared isomer or geometry (same formula, charge and spin) of the first one.
124.10 kJ/mol

What is the net charge in the first record?
-2